Record 1
{
  "formula": "C34H56IrN2O2P3",
  "method": "ωB97M-V/def2-TZVPD",
  "total_energy_ev": -73917.098,
  "charge": 3,
  "multiplicity": 6,
  "largest_force_ev_per_a": 6.65,
  "symbols": ["C", "C", "C", "C", "C", "H", "H", "H", "N", "P", "P", "C", "H", "H", "C", "H", "C", "C", "C", "C", "C", "H", "H", "H", "C", "H", "H", "H", "C", "H", "H", "H", "C", "H", "H", "H", "C", "H", "H", "H", "C", "H", "H", "H", "C", "H", "H", "H", "C", "H", "H", "H", "C", "H", "H", "H", "C", "H", "H", "H", "C", "H", "H", "H", "C", "H", "H", "H", "Ir", "C", "O", "N", "C", "C", "C", "C", "C", "H", "C", "H", "C", "H", "H", "H", "C", "P", "C", "C", "O", "H", "H", "H", "H", "H", "H", "H", "H", "H"],
  "positions_angstrom": [[1.313, -0.541, -2.761], [-0.473, -1.858, -1.926], [1.483, -1.418, -3.839], [-0.324, -2.776, -2.980], [0.646, -2.540, -3.956], [2.278, -1.232, -4.566], [-0.965, -3.660, -3.019], [0.769, -3.235, -4.793], [0.316, -0.744, -1.853], [2.383, 0.910, -0.637], [-2.147, -0.459, -0.154], [2.246, 0.614, -2.497], [3.211, 0.458, -3.010], [1.803, 1.553, -2.881], [-1.353, -2.089, -0.737], [-2.064, -2.909, -0.917], [-3.065, -0.938, 1.477], [-3.424, -0.009, -1.507], [3.617, -0.409, 0.002], [3.191, 2.644, -0.530], [-2.299, -0.362, 2.689], [-2.478, 0.719, 2.794], [-2.678, -0.865, 3.598], [-1.214, -0.519, 2.625], [-4.468, -0.294, 1.507], [-4.405, 0.807, 1.516], [-5.108, -0.608, 0.668], [-4.968, -0.607, 2.441], [-3.180, -2.469, 1.628], [-4.028, -2.697, 2.301], [-3.367, -2.980, 0.670], [-2.274, -2.899, 2.085], [-4.117, 1.321, -1.130], [-3.543, 1.861, -0.361], [-4.160, 1.961, -2.031], [-5.145, 1.182, -0.770], [-2.660, 0.232, -2.829], [-1.714, 0.770, -2.668], [-2.448, -0.707, -3.363], [-3.298, 0.854, -3.485], [-4.461, -1.121, -1.756], [-4.268, -2.005, -1.123], [-5.496, -0.789, -1.582], [-4.390, -1.447, -2.811], [3.361, 3.020, 0.957], [3.207, 4.110, 1.067], [2.614, 2.508, 1.586], [4.367, 2.786, 1.341], [2.231, 3.668, -1.165], [1.896, 3.367, -2.171], [1.340, 3.827, -0.540], [2.768, 4.630, -1.264], [4.537, 2.728, -1.280], [4.568, 3.679, -1.844], [5.409, 2.709, -0.612], [4.642, 1.911, -2.014], [2.966, -1.793, -0.212], [3.655, -2.506, -0.697], [2.696, -2.207, 0.777], [2.043, -1.713, -0.805], [3.765, -0.180, 1.524], [2.776, 0.039, 1.964], [4.161, -1.105, 1.985], [4.461, 0.640, 1.761], [4.992, -0.419, -0.688], [4.909, -0.583, -1.777], [5.566, 0.505, -0.513], [5.584, -1.257, -0.273], [0.049, 0.575, -0.112], [-0.470, 2.094, -1.185], [-0.861, 3.065, -1.734], [0.350, -1.329, 0.850], [-0.317, -2.337, 0.428], [-0.115, -3.723, 0.935], [0.344, -3.887, 2.262], [-0.348, -4.881, 0.161], [0.557, -5.160, 2.795], [0.526, -2.980, 2.847], [-0.129, -6.158, 0.696], [-0.695, -4.791, -0.873], [0.322, -6.305, 2.014], [0.909, -5.265, 3.828], [-0.312, -7.044, 0.077], [0.489, -7.303, 2.432], [-1.268, 3.582, 3.351], [-0.601, 3.397, 1.627], [-2.136, 4.058, 0.760], [0.749, 4.700, 1.877], [-0.194, 1.824, 1.524], [-0.491, 3.345, 4.101], [-2.178, 2.973, 3.486], [-1.557, 4.654, 3.479], [-2.303, 5.090, 1.134], [-2.091, 4.199, -0.322], [-3.020, 3.459, 1.034], [1.483, 4.368, 2.636], [1.254, 5.093, 0.986], [0.268, 5.620, 2.266]]
}

---

Record 2
{
  "formula": "C34H56N7P2PtSi",
  "method": "ωB97M-V/def2-TZVPD",
  "total_energy_ev": -76298.014,
  "charge": 1,
  "multiplicity": 3,
  "largest_force_ev_per_a": 0.62,
  "symbols": ["Pt", "C", "C", "C", "C", "C", "C", "N", "N", "Si", "C", "C", "C", "H", "H", "H", "H", "H", "H", "H", "H", "H", "H", "H", "H", "H", "H", "H", "C", "P", "C", "N", "C", "C", "C", "C", "C", "C", "N", "C", "P", "C", "C", "C", "C", "C", "C", "C", "C", "C", "H", "H", "H", "H", "H", "H", "H", "H", "H", "H", "H", "H", "H", "H", "H", "H", "H", "H", "H", "H", "H", "H", "H", "H", "H", "H", "H", "H", "C", "C", "N", "C", "N", "C", "C", "C", "N", "C", "H", "H", "H", "H", "H", "H", "H", "H", "H", "H", "H", "H", "H"],
  "positions_angstrom": [[0.229, -0.137, 0.328], [-1.587, -3.479, 1.167], [-0.416, -3.030, 1.992], [-0.024, -3.745, 3.105], [1.127, -3.353, 3.797], [1.855, -2.274, 3.364], [1.412, -1.573, 2.222], [0.286, -1.967, 1.574], [1.978, -0.493, 1.676], [3.588, 0.124, 1.822], [4.791, -1.275, 1.416], [3.989, 0.853, 3.513], [3.668, 1.492, 0.523], [-1.282, -4.291, 0.503], [-1.961, -2.676, 0.536], [-2.393, -3.852, 1.797], [-0.590, -4.609, 3.422], [1.441, -3.903, 4.675], [2.747, -1.935, 3.875], [4.867, -1.986, 2.241], [5.793, -0.890, 1.216], [4.452, -1.827, 0.537], [3.941, 0.105, 4.307], [3.306, 1.664, 3.774], [5.004, 1.259, 3.509], [2.893, 1.299, -0.218], [4.636, 1.525, 0.018], [3.488, 2.478, 0.957], [1.012, 3.224, -1.026], [-0.118, 1.789, -1.019], [0.102, 1.201, -2.751], [-0.350, 1.968, -3.713], [-0.228, 1.556, -4.992], [-0.735, 2.346, -6.047], [-0.615, 1.903, -7.333], [0.006, 0.666, -7.620], [0.515, -0.112, -6.620], [0.414, 0.326, -5.281], [0.937, -0.415, -4.282], [0.779, -0.018, -3.042], [1.561, -1.025, -1.704], [3.309, -0.860, -2.235], [1.140, -2.822, -2.084], [1.631, -3.620, -0.871], [1.790, -3.411, -3.337], [-0.390, -2.886, -2.179], [-1.831, 2.558, -0.919], [-2.092, 3.803, -1.768], [-2.809, 1.446, -1.321], [-1.996, 2.947, 0.555], [0.735, 3.874, -1.855], [2.037, 2.885, -1.155], [0.940, 3.760, -0.080], [-1.215, 3.286, -5.809], [-0.999, 2.502, -8.148], [0.077, 0.338, -8.649], [0.994, -1.061, -6.820], [3.377, -1.070, -3.302], [3.931, -1.556, -1.673], [3.661, 0.152, -2.038], [2.717, -3.550, -0.767], [1.379, -4.675, -1.001], [1.178, -3.263, 0.053], [2.870, -3.499, -3.212], [1.579, -2.825, -4.222], [1.393, -4.419, -3.490], [-0.846, -2.312, -1.366], [-0.732, -3.920, -2.106], [-0.742, -2.476, -3.126], [-1.875, 3.636, -2.814], [-1.519, 4.663, -1.417], [-3.151, 4.058, -1.670], [-2.800, 1.305, -2.403], [-3.825, 1.706, -1.018], [-2.542, 0.497, -0.850], [-1.337, 3.783, 0.804], [-1.755, 2.113, 1.211], [-3.024, 3.264, 0.744], [-4.951, 0.525, 2.876], [-4.315, -0.618, 2.108], [-2.939, -0.256, 1.835], [-2.138, 0.413, 2.715], [-0.877, 0.519, 2.414], [0.022, 1.204, 3.335], [-0.697, 2.271, 4.147], [-1.900, 1.627, 4.810], [-2.727, 0.979, 3.803], [-4.132, 0.768, 4.132], [-5.980, 0.281, 3.137], [-4.946, 1.430, 2.265], [-4.826, -0.786, 1.160], [-4.388, -1.541, 2.696], [-2.418, -0.812, 1.183], [0.835, 1.637, 2.752], [0.476, 0.471, 4.014], [-1.032, 3.077, 3.490], [-0.030, 2.686, 4.903], [-2.513, 2.373, 5.316], [-1.569, 0.901, 5.562], [-4.492, 1.660, 4.647], [-4.243, -0.076, 4.823]]
}

---

Record 3
{
  "formula": "C34H56O17S5",
  "method": "ωB97M-V/def2-TZVPD",
  "total_energy_ev": -125126.927,
  "largest_force_ev_per_a": 8.24,
  "smiles": "O=C1C=CC(=O)c2cc(CCCc3ccccc3)ccc21.CCOS(C)(=O)=O.CCOS(C)(=O)=O.CCOS(C)(=O)=O.CCOS(C)(=O)=O.CCOS(C)(=O)=O",
  "symbols": ["O", "C", "C", "C", "C", "O", "C", "C", "C", "C", "C", "C", "C", "C", "C", "C", "C", "C", "C", "C", "C", "H", "H", "H", "H", "H", "H", "H", "H", "H", "H", "H", "H", "H", "H", "H", "H", "C", "C", "O", "S", "C", "O", "O", "H", "H", "H", "H", "H", "H", "H", "H", "C", "C", "O", "S", "C", "O", "O", "H", "H", "H", "H", "H", "H", "H", "H", "C", "C", "O", "S", "C", "O", "O", "H", "H", "H", "H", "H", "H", "H", "H", "C", "C", "O", "S", "C", "O", "O", "H", "H", "H", "H", "H", "H", "H", "H", "C", "C", "O", "S", "C", "O", "O", "H", "H", "H", "H", "H", "H", "H", "H"],
  "positions_angstrom": [[6.189, 5.326, 3.649], [5.370, 4.435, 3.083], [5.545, 4.004, 1.477], [4.337, 3.690, 0.614], [2.827, 3.787, 1.326], [1.725, 4.208, 0.700], [2.776, 3.364, 2.921], [1.458, 2.604, 3.531], [1.398, 2.126, 5.110], [0.052, 1.339, 5.621], [-0.143, -0.118, 4.894], [-0.653, -0.055, 3.336], [-2.003, 0.891, 3.258], [-2.184, 2.219, 2.309], [-3.532, 3.186, 2.265], [-4.775, 2.753, 3.243], [-4.608, 1.394, 4.201], [-3.266, 0.451, 4.247], [2.714, 2.494, 6.040], [4.066, 3.272, 5.436], [4.089, 3.700, 3.854], [6.598, 3.904, 0.972], [4.422, 3.349, -0.516], [0.564, 2.401, 2.802], [-0.904, 2.042, 5.558], [0.202, 1.126, 6.780], [-0.933, -0.768, 5.487], [0.927, -0.640, 4.905], [0.194, 0.262, 2.582], [-1.003, -1.146, 3.033], [-1.290, 2.571, 1.604], [-3.527, 4.144, 1.553], [-5.747, 3.407, 3.247], [-5.497, 1.093, 4.938], [-3.124, -0.490, 4.930], [2.638, 2.164, 7.184], [4.980, 3.506, 6.131], [1.920, 2.068, -1.413], [2.150, 1.193, -2.632], [2.177, -0.184, -2.285], [0.765, -0.949, -2.010], [1.401, -2.607, -2.048], [-0.103, -0.762, -3.152], [0.334, -0.657, -0.659], [0.913, 1.923, -1.010], [2.034, 3.124, -1.668], [2.627, 1.815, -0.616], [1.398, 1.386, -3.404], [3.126, 1.434, -3.064], [1.780, -2.817, -3.050], [0.583, -3.288, -1.806], [2.194, -2.699, -1.304], [-0.657, -8.728, -1.988], [-1.718, -8.395, -0.955], [-1.264, -7.402, -0.047], [-1.257, -5.846, -0.530], [-1.017, -5.118, 1.072], [-2.577, -5.492, -1.004], [-0.067, -5.611, -1.321], [-0.483, -7.881, -2.658], [-0.964, -9.583, -2.596], [0.297, -8.958, -1.504], [-2.654, -8.088, -1.433], [-1.935, -9.292, -0.366], [-1.886, -5.338, 1.694], [-0.913, -4.039, 0.940], [-0.107, -5.528, 1.514], [8.051, 8.403, 0.347], [7.651, 8.130, -1.092], [8.733, 7.590, -1.837], [9.103, 6.015, -1.649], [10.171, 5.868, -3.060], [7.917, 5.220, -1.884], [9.904, 5.866, -0.452], [8.244, 7.469, 0.884], [7.258, 8.939, 0.874], [8.971, 8.995, 0.388], [6.777, 7.473, -1.142], [7.373, 9.075, -1.570], [9.585, 6.034, -3.965], [10.589, 4.859, -3.063], [10.973, 6.603, -2.974], [-8.248, -1.172, 2.414], [-8.142, -2.596, 1.901], [-7.332, -2.667, 0.736], [-5.713, -2.613, 0.904], [-5.302, -3.142, -0.741], [-5.301, -3.641, 1.835], [-5.307, -1.232, 1.054], [-7.285, -0.818, 2.794], [-8.976, -1.107, 3.227], [-8.549, -0.491, 1.612], [-7.767, -3.270, 2.678], [-9.139, -2.949, 1.620], [-5.654, -4.165, -0.882], [-4.216, -3.102, -0.847], [-5.771, -2.466, -1.457], [-2.278, -1.429, -5.392], [-2.234, -2.626, -6.324], [-3.167, -3.623, -5.931], [-4.741, -3.408, -6.293], [-5.275, -5.066, -5.951], [-4.869, -3.166, -7.714], [-5.327, -2.526, -5.307], [-3.227, -0.892, -5.487], [-1.470, -0.730, -5.621], [-2.190, -1.747, -4.348], [-2.400, -2.325, -7.363], [-1.240, -3.080, -6.273], [-4.794, -5.746, -6.655], [-6.360, -5.104, -6.075], [-5.009, -5.318, -4.922]]
}

---

Record 4
{
  "formula": "C34H56O30",
  "method": "ωB97M-V/def2-TZVPD",
  "total_energy_ev": -97589.947,
  "e_above_lowest_kj_mol": 0.0,
  "largest_force_ev_per_a": 7.97,
  "smiles": "CCOC(=O)OC.CCOC(=O)OC.CCOC(=O)OC.CCOC(=O)OC.O=C1OCCO1.O=C1OCCO1.O=C1OCCO1.O=C1OCCO1.O=C1OCCO1.O=C1OCCO1",
  "symbols": ["C", "C", "O", "C", "O", "O", "C", "H", "H", "H", "H", "H", "H", "H", "H", "C", "C", "O", "C", "O", "O", "C", "H", "H", "H", "H", "H", "H", "H", "H", "C", "C", "O", "C", "O", "O", "C", "H", "H", "H", "H", "H", "H", "H", "H", "C", "C", "O", "C", "O", "O", "C", "H", "H", "H", "H", "H", "H", "H", "H", "O", "C", "O", "C", "C", "O", "H", "H", "H", "H", "O", "C", "O", "C", "C", "O", "H", "H", "H", "H", "O", "C", "O", "C", "C", "O", "H", "H", "H", "H", "O", "C", "O", "C", "C", "O", "H", "H", "H", "H", "O", "C", "O", "C", "C", "O", "H", "H", "H", "H", "O", "C", "O", "C", "C", "O", "H", "H", "H", "H"],
  "positions_angstrom": [[3.991, -8.198, -1.427], [3.713, -6.726, -1.807], [2.301, -6.460, -1.604], [1.832, -5.247, -1.933], [2.471, -4.326, -2.335], [0.548, -5.230, -1.629], [-0.287, -4.181, -2.119], [4.031, -8.839, -2.308], [3.247, -8.553, -0.712], [5.001, -8.306, -1.021], [3.884, -6.681, -2.891], [4.327, -5.983, -1.308], [-1.304, -4.444, -1.863], [-0.280, -3.864, -3.166], [0.065, -3.285, -1.584], [4.152, -13.171, 1.699], [4.802, -11.956, 1.138], [4.908, -10.968, 2.220], [5.560, -9.871, 1.993], [6.204, -9.603, 1.030], [5.398, -9.069, 3.007], [6.332, -7.960, 3.170], [3.223, -12.915, 2.212], [4.803, -13.687, 2.407], [3.916, -13.885, 0.910], [4.149, -11.533, 0.366], [5.797, -12.103, 0.717], [6.311, -7.235, 2.360], [7.325, -8.363, 3.420], [6.048, -7.434, 4.087], [-0.439, -1.597, -5.893], [-1.460, -0.481, -5.749], [-1.177, 0.458, -6.760], [-1.989, 1.457, -6.809], [-2.890, 1.643, -6.054], [-1.598, 2.223, -7.788], [-2.381, 3.321, -8.046], [-0.499, -2.355, -5.114], [0.572, -1.210, -6.007], [-0.644, -2.175, -6.809], [-1.273, 0.052, -4.810], [-2.467, -0.891, -5.773], [-2.461, 3.977, -7.183], [-3.377, 3.008, -8.363], [-1.948, 3.876, -8.870], [-0.417, -6.735, -4.356], [0.759, -7.474, -5.005], [0.399, -8.855, -5.048], [0.596, -9.590, -6.121], [1.211, -9.272, -7.091], [-0.110, -10.677, -6.004], [-0.313, -11.405, -7.213], [-1.343, -6.808, -4.938], [-0.177, -5.691, -4.215], [-0.610, -7.256, -3.418], [1.545, -7.482, -4.232], [1.148, -7.087, -5.940], [-0.753, -10.752, -7.958], [-0.973, -12.258, -7.029], [0.606, -11.920, -7.528], [3.571, -5.599, 4.748], [3.494, -5.459, 3.608], [3.507, -6.480, 2.736], [3.595, -5.980, 1.365], [3.358, -4.457, 1.580], [3.358, -4.262, 2.979], [4.523, -6.233, 0.877], [2.697, -6.404, 0.916], [2.419, -4.077, 1.179], [4.132, -3.857, 1.093], [7.480, -3.036, -7.021], [7.142, -3.560, -6.068], [6.546, -4.785, -6.034], [6.151, -5.123, -4.693], [6.714, -3.936, -3.807], [7.308, -3.060, -4.800], [5.081, -5.241, -4.524], [6.650, -6.067, -4.461], [7.474, -4.315, -3.133], [5.875, -3.408, -3.364], [-4.633, -1.317, 2.355], [-4.402, -1.938, 1.456], [-3.280, -2.660, 1.314], [-3.168, -3.074, -0.053], [-4.600, -3.002, -0.510], [-5.158, -2.027, 0.353], [-2.406, -2.449, -0.532], [-2.777, -4.091, -0.140], [-5.103, -3.972, -0.403], [-4.828, -2.718, -1.536], [-1.043, -10.591, 2.966], [0.013, -10.091, 3.241], [0.215, -9.068, 4.112], [1.571, -8.538, 4.007], [2.304, -9.629, 3.179], [1.221, -10.573, 2.814], [1.524, -7.639, 3.418], [2.051, -8.490, 4.971], [3.078, -10.097, 3.775], [2.699, -9.166, 2.266], [-2.045, -9.930, -3.539], [-1.305, -10.591, -2.973], [-0.084, -10.152, -2.514], [0.480, -11.163, -1.646], [-0.568, -12.337, -1.671], [-1.514, -11.901, -2.633], [1.402, -11.494, -2.165], [0.769, -10.805, -0.665], [-0.981, -12.486, -0.674], [-0.142, -13.274, -2.005], [0.549, -7.650, 0.503], [-0.598, -7.655, 0.282], [-1.503, -7.848, 1.250], [-2.814, -7.690, 0.700], [-2.577, -7.764, -0.817], [-1.165, -7.417, -0.910], [-3.448, -8.466, 1.109], [-3.181, -6.684, 0.941], [-3.219, -7.104, -1.383], [-2.575, -8.778, -1.225]]
}